(1)
A molecular structure, C32H52F15NO12, computed with the ωB97M-V functional and the def2-TZVPD basis.

CARTESIAN COORDINATES (ANGSTROEM)
C  -3.11  -3.49  2.30
C  -1.90  -3.23  1.44
N  -1.24  -1.98  1.87
C  0.23  -2.00  1.72
C  0.75  -1.45  0.27
C  -1.89  -0.80  1.34
C  -1.70  0.48  2.15
H  -3.13  -2.77  3.12
H  -3.01  -4.50  2.70
H  -4.03  -3.36  1.74
H  -1.18  -4.03  1.62
H  -2.04  -3.37  0.37
H  0.61  -1.27  2.44
H  0.59  -3.00  1.99
H  1.75  -1.69  -0.11
H  0.17  -1.92  -0.52
H  0.53  -0.42  0.01
H  -2.98  -0.91  1.29
H  -1.46  -0.47  0.40
H  -0.80  1.06  1.94
H  -1.83  0.41  3.23
H  -2.43  1.21  1.80
C  -1.72  -0.18  -5.06
C  -0.54  -1.14  -4.86
O  -0.54  -2.25  -5.76
C  -1.31  -3.36  -5.52
O  -2.20  -3.39  -4.67
C  -0.91  -4.65  -6.33
F  -1.98  -5.47  -6.58
F  -0.42  -4.27  -7.51
F  0.09  -5.31  -5.73
H  -2.61  -0.80  -5.03
H  -1.53  0.34  -6.00
H  -1.95  0.56  -4.29
H  -0.42  -1.41  -3.81
H  0.38  -0.68  -5.21
C  1.35  0.47  3.51
C  2.52  1.41  3.66
O  2.58  2.40  2.58
C  3.65  3.12  2.33
O  4.76  2.98  2.89
C  3.48  4.18  1.21
F  4.14  5.31  1.34
F  3.77  3.62  0.06
F  2.19  4.55  1.10
H  1.18  -0.15  4.39
H  1.27  -0.09  2.58
H  0.44  1.06  3.42
H  3.41  0.77  3.69
H  2.43  1.95  4.60
C  -0.62  3.41  1.60
C  -0.38  3.25  3.15
O  -1.57  2.95  3.91
C  -2.32  4.00  4.23
O  -2.16  5.08  3.68
C  -3.47  3.80  5.32
F  -3.37  4.83  6.13
F  -4.58  3.91  4.59
F  -3.51  2.66  5.96
H  0.25  3.83  1.11
H  -1.38  4.18  1.44
H  -0.79  2.40  1.21
H  0.15  4.15  3.46
H  0.34  2.44  3.20
C  1.65  2.14  0.71
C  0.50  2.30  -0.22
O  0.10  1.02  -0.68
C  -1.07  0.96  -1.46
O  -1.95  1.78  -1.51
C  -1.19  -0.43  -2.16
F  -1.73  -0.26  -3.32
F  0.06  -1.04  -2.30
F  -1.95  -1.30  -1.45
H  1.42  1.67  1.67
H  1.87  3.19  0.91
H  2.43  1.54  0.23
H  0.84  2.67  -1.19
H  -0.30  2.92  0.18
C  4.28  -0.46  -0.55
C  3.90  0.49  0.64
O  5.04  0.73  1.39
C  5.76  1.78  1.10
O  5.34  2.63  0.35
C  7.15  1.85  1.65
F  8.09  1.88  0.65
F  7.27  2.92  2.45
F  7.36  0.74  2.39
H  4.78  0.16  -1.30
H  3.36  -0.68  -1.10
H  4.76  -1.42  -0.32
H  3.11  -0.06  1.14
H  3.33  1.34  0.26
C  -4.17  0.89  -2.30
C  -3.75  -0.51  -1.92
O  -3.45  -1.39  -2.70
C  -3.76  -0.76  -0.44
H  -4.94  1.23  -1.61
H  -4.63  0.83  -3.28
H  -3.33  1.58  -2.23
H  -3.68  -1.84  -0.33
H  -4.73  -0.47  -0.03
H  -3.02  -0.21  0.14
C  -0.73  -5.31  -3.18
C  -0.13  -4.38  -2.21
O  0.68  -4.75  -1.35
C  -0.46  -2.86  -2.29
H  -0.54  -6.36  -2.95
H  -0.30  -5.08  -4.16
H  -1.78  -5.10  -3.37
H  0.07  -2.42  -1.45
H  -1.53  -2.68  -2.39
H  -0.03  -2.44  -3.20

Computed properties:
ΔE to the lowest compared entry with this formula, charge and spin = 689.5 kcal per mole
E_LUMO = -0.52 eV
total charge = 0
orbital gap = 8.06 eV
calculated total energy = -100821.236 eV


(2)
A single C4H6O2 molecule, computed with the ωB97M-V functional and the def2-TZVPD basis.

CARTESIAN COORDINATES (ANGSTROEM)
C  0.94  -0.45  0.60
C  0.06  0.75  0.37
C  -1.29  0.25  0.00
C  -2.30  -0.36  -0.36
H  0.64  -1.08  -1.31
H  1.83  -0.12  1.11
H  0.37  -1.22  1.16
H  -0.10  1.18  1.35
H  1.07  1.08  -1.22
H  -3.33  -0.69  -0.48
O  1.45  -0.93  -0.67
O  0.64  1.62  -0.54

Computed properties:
ΔE to the lowest compared entry with this formula, charge and spin = 69.8 kcal per mole
SMILES string = C#C[C@H](O)CO
E_LUMO = 0.81 eV
total charge = 0
orbital gap = 11.13 eV
calculated total energy = -8337.433 eV


(3)
2 unconnected molecules or ions with the total composition C5H10O2, computed with the ωB97M-V functional and the def2-TZVPD basis.

CARTESIAN COORDINATES (ANGSTROEM)
C  0.91  2.00  0.05
C  0.14  -1.22  0.94
C  -1.19  -0.78  0.39
O  -1.73  0.46  0.80
C  -0.56  -0.96  -1.03
C  0.58  -1.59  -0.27
O  1.67  1.02  -0.65
H  1.50  2.45  0.86
H  -0.03  1.63  0.48
H  0.66  2.76  -0.69
H  0.51  -1.34  1.95
H  -1.92  -1.57  0.58
H  -2.60  0.55  0.39
H  -1.10  -1.59  -1.75
H  -0.27  -0.02  -1.49
H  1.40  -2.22  -0.60
H  2.03  0.40  -0.01

Computed properties:
ΔE to the lowest compared entry with this formula, charge and spin = 79.7 kcal per mole
SMILES string = O[C@@H]1C=CC1.CO
E_LUMO = 0.84 eV
total charge = 0
orbital gap = 10.39 eV
calculated total energy = -9439.585 eV


(4)
A molecular structure, C41H58N4O5P2S2Sr, computed with the ωB97M-V functional and the def2-TZVPD basis.

CARTESIAN COORDINATES (ANGSTROEM)
Sr  -0.17  -0.34  -1.29
C  1.46  -1.63  -4.49
N  1.67  -1.60  -3.04
C  2.96  -0.99  -2.72
C  3.18  -0.55  -1.28
N  2.40  0.69  -0.98
C  2.53  0.99  0.49
C  2.85  1.82  -1.77
C  4.15  2.33  -1.54
C  4.57  3.53  -2.13
C  3.62  4.24  -2.86
C  2.35  3.72  -3.08
C  1.91  2.46  -2.61
S  0.39  1.84  -3.18
C  1.38  -2.85  -2.38
C  2.33  -3.65  -1.79
C  2.09  -4.75  -1.02
C  0.78  -5.16  -0.93
C  -0.21  -4.44  -1.59
C  0.00  -3.26  -2.26
S  -1.39  -2.35  -2.86
H  2.37  -2.04  -4.99
H  1.22  -0.61  -4.84
H  0.62  -2.29  -4.73
H  3.01  -0.08  -3.34
H  3.79  -1.64  -3.07
H  4.25  -0.41  -1.00
H  2.78  -1.29  -0.57
H  2.11  1.97  0.75
H  3.61  1.03  0.81
H  2.09  0.14  1.04
H  4.84  1.76  -0.90
H  5.61  3.80  -1.96
H  3.85  5.24  -3.24
H  1.66  4.27  -3.70
H  3.42  -3.39  -1.88
H  2.89  -5.28  -0.50
H  0.52  -6.01  -0.28
H  -1.27  -4.74  -1.42
C  -1.77  -1.30  4.13
C  -1.23  -0.80  2.78
C  -0.65  0.65  2.99
P  -2.24  -0.76  1.21
C  -3.27  -2.31  1.26
C  -4.52  -2.27  2.15
C  -2.43  -3.55  1.49
C  -3.38  0.62  1.39
C  -4.04  0.91  2.56
C  -4.94  1.94  2.72
C  -5.66  2.12  4.04
C  -5.21  2.69  1.57
C  -4.57  2.44  0.41
C  -3.54  1.47  0.23
N  -2.84  1.36  -0.92
C  -3.12  2.29  -1.92
C  -3.87  1.92  -3.03
C  -4.47  0.54  -3.10
C  -4.09  2.80  -4.07
C  -3.63  4.12  -3.99
C  -3.85  5.03  -5.18
C  -2.94  4.53  -2.84
C  -2.67  3.63  -1.86
C  -1.82  4.03  -0.65
H  -0.89  -1.39  4.81
H  -2.18  -2.28  4.11
H  -2.45  -0.58  4.61
H  -0.41  -1.43  2.49
H  -1.40  1.23  3.49
H  -0.42  1.22  2.09
H  0.28  0.68  3.60
H  -3.58  -2.36  0.19
H  -4.21  -2.22  3.20
H  -5.06  -3.18  2.02
H  -5.20  -1.44  1.96
H  -1.89  -3.65  2.44
H  -3.07  -4.42  1.42
H  -1.66  -3.68  0.71
H  -3.76  0.35  3.42
H  -5.89  1.17  4.53
H  -6.58  2.65  3.78
H  -5.09  2.69  4.84
H  -5.95  3.45  1.70
H  -4.82  3.04  -0.44
H  -5.19  0.39  -2.31
H  -3.74  -0.23  -3.13
H  -5.02  0.50  -4.06
H  -4.69  2.56  -4.90
H  -4.11  6.03  -4.87
H  -4.77  4.72  -5.74
H  -3.02  5.03  -5.90
H  -2.59  5.52  -2.76
H  -2.43  4.16  0.27
H  -1.36  5.00  -0.86
H  -1.11  3.22  -0.50
O  1.57  -2.52  2.60
N  1.93  -1.94  1.60
O  1.00  -1.64  0.82
C  8.42  -1.44  2.40
O  7.42  -1.25  3.40
P  5.86  -1.67  3.02
O  5.25  -1.17  4.43
C  3.86  -0.80  4.52
O  5.86  -3.28  3.23
C  4.95  -4.10  2.48
H  9.26  -0.74  2.61
H  7.95  -1.31  1.42
H  8.74  -2.48  2.39
H  3.26  -1.68  4.69
H  3.45  -0.26  3.70
H  3.79  -0.08  5.35
H  4.88  -5.04  3.02
H  5.32  -4.30  1.50
H  4.00  -3.64  2.39

Computed properties:
ΔE to the lowest compared entry with this formula, charge and spin = 29.0 kcal per mole
E_LUMO = 3.90 eV
total charge = -2
orbital gap = 5.51 eV
calculated total energy = -100743.120 eV


Question: Among the records above, which one has the highest orbital gap?
Answer: C4H6O2